Formula: C78H180N12O12
Source: the OMol25 dataset
Level of theory: ωB97M-V/def2-TZVPD

Results
Kohn-Sham gap	8.67	eV
energy above the lowest of the compared OMol25 structures with the same formula, charge and spin	19.19	kcal/mol
SMILES string	CC1(C)CCCC(C)(C)N1O.CC1(C)CCCC(C)(C)N1O.CC1(C)CCCC(C)(C)N1O.CC1(C)CCCC(C)(C)N1O.CC1(C)CCCC(C)(C)N1O.CC1(C)CCCC(C)(C)N1O.COC[C@H](C)N.COC[C@H](C)N.COC[C@H](C)N.COC[C@H](C)N.COC[C@H](C)N.COC[C@H](C)N
LUMO energy	0.4163	eV

Geometry as ORCA input:
```
! wB97M-V def2-TZVPD RIJCOSX def2/J DEFGRID3
* xyz 0 1
H 17.232 14.577 16.909
H 25.091 17.450 15.503
C 19.186 22.530 17.256
H 18.781 11.250 19.435
H 20.816 20.944 25.556
H 21.461 13.745 9.271
C 17.736 22.370 17.601
C 21.909 10.910 16.516
H 17.268 19.486 18.216
C 22.466 10.603 15.072
H 16.427 20.911 15.123
H 22.986 19.018 24.982
H 14.654 21.913 21.815
C 22.272 10.335 18.961
H 20.876 10.868 11.980
C 16.387 18.475 10.741
H 13.121 14.260 16.922
C 20.678 19.921 25.955
C 23.264 18.353 14.834
C 16.259 11.599 16.705
C 19.915 10.077 18.013
H 23.472 11.081 14.919
N 23.423 16.217 15.833
C 12.685 20.084 25.100
H 17.177 17.095 15.082
H 15.199 8.415 14.246
H 12.601 11.521 18.337
H 22.252 19.982 23.609
C 18.507 17.115 24.624
H 18.331 14.901 22.686
H 20.055 14.614 17.586
H 14.483 16.183 25.177
H 16.245 11.081 14.572
C 15.239 12.763 16.612
H 14.909 16.601 18.978
H 19.769 17.897 17.713
H 18.498 14.945 21.001
C 22.066 21.707 16.419
H 14.132 21.463 18.743
H 21.321 18.093 21.558
H 19.558 21.142 15.644
H 12.916 21.883 23.905
H 20.581 17.312 20.230
H 14.279 23.800 18.409
H 13.440 8.660 14.602
H 20.470 9.503 19.924
H 26.121 17.216 19.721
C 18.178 14.267 21.784
H 16.744 12.128 20.753
H 22.270 18.461 15.312
H 14.822 16.275 23.460
H 16.047 11.084 17.654
H 15.505 18.990 10.342
H 17.277 20.097 12.979
H 23.810 15.748 16.612
H 12.811 21.623 16.140
H 20.009 15.581 19.058
H 20.534 11.417 10.246
H 23.802 11.032 17.596
C 14.381 9.129 14.454
H 17.849 20.410 24.540
H 18.484 15.406 10.681
N 13.206 21.115 16.903
H 21.964 21.473 15.343
H 22.587 9.528 14.895
H 20.316 13.813 20.627
H 13.893 12.706 18.814
C 20.952 15.564 12.902
H 11.899 21.334 21.857
H 17.202 22.187 16.667
C 23.068 16.260 20.792
H 11.988 16.440 24.380
H 24.740 19.094 17.114
H 14.267 9.819 13.631
H 24.873 18.510 19.655
C 21.423 17.985 20.489
C 16.789 16.225 15.642
H 22.445 15.947 10.665
H 12.369 22.768 19.858
H 15.923 18.612 14.656
H 16.337 17.461 10.391
H 18.619 14.459 18.735
C 12.276 20.308 21.953
O 19.721 10.674 15.599
C 20.797 17.502 25.489
C 13.834 12.241 16.705
H 18.518 11.810 11.827
N 15.447 20.732 14.886
N 13.676 11.159 15.715
C 24.170 18.147 17.225
C 16.329 13.101 20.455
C 14.653 9.984 15.661
H 19.722 20.092 20.901
O 11.294 23.003 18.109
H 22.433 16.344 15.885
H 15.674 18.003 19.734
C 19.381 11.431 18.549
H 15.207 9.394 17.728
C 13.392 20.920 24.057
H 13.651 18.808 14.824
C 13.588 17.962 24.228
H 15.648 17.428 24.538
H 15.071 17.355 16.078
H 16.472 15.947 20.631
H 23.687 19.338 14.794
H 16.273 15.577 14.894
C 18.676 9.086 17.892
H 19.571 20.503 19.301
H 21.779 12.912 13.175
H 17.299 18.961 10.341
H 16.922 17.702 22.677
H 15.692 20.653 22.550
O 19.854 20.192 23.025
C 20.983 9.513 18.943
H 22.062 22.781 16.602
H 19.041 17.777 16.098
H 19.606 20.907 23.642
H 9.889 23.830 19.368
H 18.483 18.225 19.442
H 23.010 17.897 13.884
H 15.282 13.146 15.585
O 16.417 18.368 12.140
C 12.178 22.203 18.912
H 17.631 21.566 18.351
H 18.907 16.358 23.947
H 19.001 8.114 17.503
H 13.548 9.151 17.307
C 16.805 19.056 17.342
H 19.230 20.357 17.233
H 17.550 19.233 25.855
H 11.919 11.054 15.020
H 11.409 18.082 24.238
O 14.065 18.017 21.919
O 22.704 17.502 20.163
O 18.871 13.032 21.772
H 19.102 17.033 11.085
H 18.565 17.791 21.916
H 18.638 15.038 15.736
H 18.615 15.948 12.349
H 21.252 8.495 18.642
H 20.215 23.624 15.854
H 20.156 12.158 18.795
H 21.089 16.250 9.510
H 12.129 17.222 22.844
C 20.221 13.112 21.463
C 19.739 21.197 16.740
N 14.048 18.773 23.102
H 16.828 9.862 15.715
C 14.130 23.174 17.550
H 23.921 15.802 20.248
H 16.474 19.264 24.447
N 17.557 16.782 18.336
H 20.756 16.606 13.200
C 13.508 18.850 25.446
N 19.861 18.986 23.760
H 12.920 20.158 16.958
H 21.497 17.526 26.323
H 15.838 19.577 17.225
H 11.694 19.792 24.661
C 19.393 15.119 18.320
H 15.054 22.900 17.107
H 17.345 23.189 18.154
N 20.847 14.084 10.976
H 9.533 22.148 18.809
C 21.452 16.352 10.543
H 11.721 21.253 19.196
C 21.799 12.361 16.759
H 20.359 16.643 16.490
H 14.499 19.120 25.850
H 12.957 18.301 26.222
H 12.435 20.710 25.994
H 17.960 9.491 17.207
H 22.169 11.345 19.356
H 14.287 11.007 18.433
H 20.639 12.167 21.232
H 20.833 14.507 14.723
H 14.060 18.181 13.217
H 15.000 17.878 21.841
H 22.004 15.399 13.069
C 13.419 21.970 18.047
C 17.813 15.399 16.387
C 14.773 20.832 21.959
H 15.060 15.328 21.171
C 14.042 19.047 13.840
H 21.162 16.751 24.758
N 20.640 10.150 16.588
C 14.563 9.091 16.900
H 22.966 9.801 19.573
O 25.002 17.287 18.003
O 12.305 10.609 15.784
O 18.040 17.378 19.598
C 16.302 19.648 12.842
C 16.433 17.601 17.764
H 14.742 8.052 16.622
H 21.295 19.050 18.624
H 15.439 13.558 17.358
C 18.433 18.494 23.948
H 23.221 18.325 17.828
H 17.515 19.221 22.080
H 23.141 9.324 17.404
H 11.520 19.727 22.505
H 23.404 16.459 21.815
H 13.402 19.767 13.346
C 20.692 13.079 13.137
C 13.571 20.233 22.728
C 22.246 19.057 24.179
H 17.228 12.069 16.601
C 16.027 10.642 15.527
N 19.277 23.521 16.185
H 14.420 21.060 24.406
H 22.001 12.570 17.795
H 15.241 12.999 20.394
H 22.264 21.080 19.229
H 19.776 19.939 26.533
H 22.615 12.842 16.221
H 20.765 13.497 22.340
H 20.800 12.763 16.526
O 20.571 13.931 9.586
C 19.377 17.172 25.863
H 22.216 15.565 20.940
C 22.209 20.385 20.029
H 18.845 24.437 16.307
H 15.310 15.942 17.081
H 19.848 22.792 18.120
H 19.080 17.959 26.542
H 19.398 16.187 26.315
H 18.343 13.547 12.147
H 21.327 17.371 10.829
C 15.276 17.608 18.779
H 13.447 23.689 16.910
C 15.467 19.455 14.142
C 24.052 17.512 15.811
C 25.653 17.969 19.098
H 15.721 20.261 12.200
H 21.952 20.807 21.004
H 19.549 9.998 14.974
C 20.521 15.491 11.426
C 16.699 14.091 21.597
H 18.179 8.974 18.881
C 17.848 18.303 22.581
C 19.497 17.201 16.879
H 21.444 19.897 26.748
C 18.591 16.174 17.523
C 13.629 11.855 18.190
H 11.874 13.242 16.278
H 23.012 21.247 16.779
H 26.397 18.671 18.764
H 17.395 19.208 16.447
H 21.841 11.062 14.334
H 19.280 14.471 13.994
H 13.261 13.740 15.282
N 19.819 19.724 19.930
H 22.082 11.703 11.043
C 20.303 12.938 11.698
C 20.848 18.924 24.833
H 14.948 20.699 15.805
C 12.974 13.424 16.293
H 9.412 23.462 17.682
H 12.411 19.861 20.977
C 17.505 19.389 24.794
H 22.306 18.259 23.437
C 21.196 19.266 19.706
H 16.271 13.758 22.571
C 22.882 10.368 17.589
C 20.345 14.408 13.752
H 23.199 19.909 20.121
H 18.827 11.992 17.780
H 14.555 18.317 18.427
O 21.088 20.985 17.148
C 15.825 16.786 16.623
C 12.206 17.402 23.903
C 20.976 11.665 11.214
H 20.283 12.277 13.797
C 19.103 15.966 11.379
H 14.797 20.381 20.982
C 18.828 12.806 11.527
C 9.970 23.117 18.559
N 16.057 15.432 21.385
C 14.681 16.869 24.337
H 16.763 13.328 19.486
H 18.503 12.906 10.482
H 17.465 16.920 24.941
*
```